# 1
The following is a quantum chemistry calculation of a cluster of 5 separate species, C37H68Br2ClO18P7S in total at a distorted geometry, from the OMol25 dataset.

Results
- Gap between HOMO and LUMO: 5.54 eV
- Total charge: 0
- Multiplicity: 1
- SMILES: C=Cc1c2c(c([PH2]=S)c([C@H](Cl)CC)c1P(CC)CC)C(=O)C(/C(Br)=C(\C)Br)=C(P(C)CC)C2=O.COP(=O)(OC)OC.COP(=O)(OC)OC.COP(=O)(OC)OC.COP(=O)(OC)OC

Each line ends with the Löwdin charge.
CARTESIAN COORDINATES (ANGSTROEM)
C1 -1.0175 -4.0853 2.5242  0.015
C2 -1.6348 -3.7927 1.3661  -0.141
C3 -1.6644 -2.3257 0.9833  -0.148
C4 -0.4986 -1.8353 0.3993  -0.025
C5 -0.4615 -0.4998 -0.0187  -0.080
C6 -1.5565 0.3512 0.1729  -0.262
P1 -1.3395 2.0850 -0.4236  0.421
S1 0.0584 2.9457 0.6280  0.166
C7 -2.7210 -0.1458 0.8021  -0.238
C8 -3.8794 0.8410 1.0352  -0.652
Cl1 -4.3588 0.9366 2.7751  0.650
C9 -5.0863 0.5078 0.1142  -0.234
C10 -4.5525 0.5589 -1.3574  -0.087
C11 -2.7946 -1.5050 1.1988  -0.231
P2 -4.3381 -2.1936 1.9714  1.006
C12 -5.4350 -3.0311 0.7165  -0.384
C13 -6.9177 -2.5626 0.9900  -0.177
C14 -4.0088 -3.2867 3.4276  -0.414
C15 -5.3661 -3.6292 4.1099  -0.156
C16 0.8495 -0.0415 -0.6534  -0.300
O1 0.9351 0.7076 -1.5959  0.063
C17 2.1056 -0.6569 -0.0295  -0.204
C18 3.2975 0.2364 0.0729  -0.725
Br1 3.6061 1.2478 1.6869  0.673
C19 4.1332 0.3541 -0.9561  -0.725
C20 3.9830 -0.4147 -2.2638  -0.093
Br2 5.6521 1.5376 -0.8417  0.681
C21 2.0667 -1.9321 0.3538  -0.225
P3 3.6048 -2.6741 1.0656  1.003
C22 3.2319 -3.4056 2.7347  -0.259
C23 4.0642 -4.1071 -0.0391  -0.427
C24 5.5950 -4.3101 -0.1477  -0.170
C25 0.7556 -2.6921 0.1906  -0.288
O2 0.7280 -3.8618 -0.1077  0.119
H1 -0.3312 -4.9245 2.6487  0.077
H2 -1.1923 -3.3825 3.3462  0.071
H3 -2.0645 -4.5572 0.7150  0.122
H4 -0.9195 2.0019 -1.7725  -0.001
H5 -2.5471 2.8099 -0.4463  -0.023
H6 -3.5904 1.8581 0.7651  0.041
H7 -5.8578 1.2865 0.1669  0.114
H8 -5.4616 -0.5012 0.2888  0.044
H9 -3.9079 1.4438 -1.4688  0.044
H10 -3.9292 -0.3141 -1.6002  0.078
H11 -5.3674 0.5859 -2.0912  0.077
H12 -5.2056 -2.6999 -0.3070  0.068
H13 -5.4347 -4.1287 0.7703  0.069
H14 -6.9360 -2.0312 1.9551  0.039
H15 -7.2578 -1.8289 0.2465  0.059
H16 -7.6114 -3.4079 1.0796  0.065
H17 -3.3334 -2.7487 4.1077  0.078
H18 -3.5655 -4.2598 3.1724  0.058
H19 -5.9456 -4.2529 3.4077  0.064
H20 -5.1775 -4.2848 4.9724  0.074
H21 -5.9456 -2.7393 4.3790  0.060
H22 4.7772 -0.1362 -2.9637  0.065
H23 4.0505 -1.4853 -2.0235  0.081
H24 3.0198 -0.1406 -2.7087  0.074
H25 4.1525 -3.3818 3.3280  0.036
H26 2.9645 -4.4647 2.5934  0.035
H27 2.4148 -2.8271 3.1799  0.036
H28 3.6434 -5.0132 0.4313  0.065
H29 3.5713 -4.0234 -1.0184  0.072
H30 6.0875 -3.3600 -0.4003  0.058
H31 5.8219 -5.0296 -0.9456  0.067
H32 5.9703 -4.6714 0.8194  0.067
C26 3.2485 -0.4043 6.7056  -0.120
O3 2.7497 -1.6732 6.2183  -0.256
P4 2.4042 -2.8894 7.3481  0.610
O4 2.9742 -3.9843 6.5014  -0.252
O5 0.8072 -2.7373 7.0705  -0.258
C27 0.1558 -1.5195 7.4360  -0.113
O6 2.0585 -3.8272 8.6978  -0.234
C28 3.1883 -4.2869 9.4526  -0.124
H33 4.1415 -0.1389 6.1414  0.085
H34 2.4904 0.3649 6.5471  0.082
H35 3.4990 -0.4400 7.7669  0.074
H36 0.0566 -0.8870 6.5514  0.088
H37 0.7066 -0.9770 8.2080  0.081
H38 -0.8379 -1.7547 7.8112  0.089
H39 3.8117 -3.4486 9.7652  0.078
H40 3.7799 -4.9858 8.8615  0.082
H41 2.8164 -4.7941 10.3402  0.086
C29 3.3665 1.9282 -8.2700  -0.111
O7 3.8448 0.8337 -7.4478  -0.238
P5 2.7911 -0.4339 -7.1069  0.579
O8 3.1422 -0.6283 -5.6724  -0.243
O9 3.6258 -1.4503 -8.0630  -0.250
C30 3.7456 -1.1471 -9.4522  -0.115
O10 1.4614 -1.4441 -7.2112  -0.230
C31 0.2831 -1.0068 -6.5185  -0.120
H42 3.5994 2.8692 -7.7749  0.081
H43 3.8787 1.9011 -9.2323  0.085
H44 2.2897 1.8724 -8.4361  0.077
H45 4.7125 -0.6738 -9.6333  0.089
H46 2.9487 -0.4835 -9.7961  0.079
H47 3.6994 -2.0762 -10.0165  0.088
H48 -0.0123 -0.0103 -6.8487  0.079
H49 0.4559 -1.0019 -5.4420  0.081
H50 -0.5207 -1.7027 -6.7488  0.085
C32 -7.1580 4.3444 6.1586  -0.121
O11 -6.6893 3.2706 7.0062  -0.235
P6 -7.7325 1.9856 7.3244  0.568
O12 -7.4303 1.8094 8.7714  -0.246
O13 -6.8715 0.9572 6.4116  -0.245
C33 -6.7066 1.2433 5.0209  -0.148
O14 -9.0797 1.0026 7.1920  -0.231
C34 -10.2695 1.4751 7.8402  -0.122
H51 -6.9589 5.2938 6.6538  0.085
H52 -6.6136 4.3192 5.2128  0.082
H53 -8.2272 4.2713 5.9536  0.076
H54 -5.7356 1.7136 4.8687  0.036
H55 -7.4926 1.9046 4.6468  0.083
H56 -6.7344 0.3090 4.4642  0.069
H57 -10.5327 2.4727 7.4866  0.078
H58 -10.1308 1.4924 8.9212  0.084
H59 -11.0806 0.7933 7.5943  0.085
C35 8.3575 5.1313 -8.8301  -0.125
O15 7.2774 5.2828 -9.7814  -0.248
P7 6.0154 6.3574 -9.4118  0.624
O16 4.9465 5.4391 -9.9310  -0.255
O17 6.5186 7.3795 -10.5745  -0.253
C36 7.7813 8.0281 -10.4245  -0.115
O18 4.9520 7.5463 -8.8728  -0.239
C37 4.1662 7.2163 -7.7195  -0.125
H60 8.5198 4.0694 -8.6508  0.085
H61 9.2693 5.5611 -9.2492  0.080
H62 8.1412 5.6195 -7.8791  0.075
H63 8.5322 7.4881 -11.0047  0.088
H64 8.0962 8.0737 -9.3792  0.081
H65 7.7008 9.0410 -10.8132  0.088
H66 4.8056 6.9231 -6.8864  0.079
H67 3.4715 6.4095 -7.9526  0.078
H68 3.6030 8.1011 -7.4312  0.086

# 2
The following is a quantum chemistry calculation of a cluster of 2 separate species, C3H10N2S in total at a distorted geometry, from the OMol25 dataset.

Results
- Gap between HOMO and LUMO: 5.59 eV
- Total charge: 0
- Multiplicity: 1

Each line ends with the Löwdin charge.
CARTESIAN COORDINATES (ANGSTROEM)
N1 -0.5026 -0.8305 -0.5867  0.139
C1 0.2819 0.2458 -0.6346  -0.501
C2 1.6718 -0.0690 0.1684  -0.620
S1 2.6194 1.4041 0.2041  0.623
C3 -0.4119 1.4037 0.2220  -0.244
N2 -1.8725 1.2518 0.4363  0.005
H1 -0.5861 -4.0861 0.8171  0.011
H2 -0.3164 -3.3910 0.7618  -0.011
H3 -0.7025 -1.1928 -1.5214  0.078
H4 0.5456 0.6645 -1.6080  0.121
H5 1.3452 -0.4012 1.1527  0.070
H6 2.2786 -0.8277 -0.3172  0.057
H7 -0.1209 2.3831 -0.1769  0.110
H8 0.1214 1.3403 1.1742  0.070
H9 -2.3055 1.8155 -0.2892  0.061
H10 -2.0454 0.2897 0.1975  0.031

# 3
The following is a quantum chemistry calculation of a structure of composition C45H65GeIN4OPSi3Ti at a distorted geometry, from the OMol25 dataset.

Results
- Gap between HOMO and LUMO: 6.61 eV
- Total charge: +1
- Multiplicity: 1

Each line ends with the Löwdin charge.
CARTESIAN COORDINATES (ANGSTROEM)
Ti1 0.4135 0.3174 0.0148  0.503
C1 -5.7379 -1.7177 -2.0733  -0.076
C2 -4.8889 -2.0650 -1.0191  -0.066
C3 -3.7109 -1.3697 -0.7971  -0.033
C4 -3.4035 -0.2601 -1.5886  -0.263
C5 -4.2290 0.0964 -2.6602  -0.014
C6 -5.3978 -0.6411 -2.8892  -0.071
N1 -2.2691 0.5124 -1.2908  0.090
N2 -2.2064 1.5680 -2.0310  0.053
C7 -1.1384 2.4185 -1.9102  -0.326
C8 -1.2676 3.6442 -2.6262  -0.022
C9 -0.3109 4.6392 -2.5130  -0.081
C10 0.7730 4.4111 -1.6366  -0.072
C11 0.8315 3.2074 -0.9129  -0.216
C12 -0.0064 2.1140 -1.1166  -0.229
H1 -6.6263 -2.3186 -2.2613  0.107
H2 -5.1216 -2.9111 -0.3700  0.110
H3 -3.0330 -1.6632 -0.0109  0.059
H4 -3.9345 0.9644 -3.2540  0.105
H5 -6.0425 -0.4081 -3.7299  0.104
H6 -2.1246 3.7773 -3.2827  0.110
H7 -0.3823 5.5447 -3.0966  0.104
H8 1.5730 5.1436 -1.5366  0.105
H9 1.5879 3.1488 -0.1240  -0.013
C13 1.2628 -3.7631 5.2935  -0.070
C14 1.4744 -4.1663 3.9561  -0.062
C15 0.8150 -3.5188 2.9039  -0.097
C16 -0.0345 -2.4364 3.1789  -0.386
C17 -0.2537 -2.0533 4.5204  -0.092
C18 0.4319 -2.6778 5.5593  -0.076
P1 -1.0798 -1.6493 1.9344  1.064
C19 -2.6334 -2.3997 2.4138  -0.376
C20 -2.6809 -3.7639 2.8074  -0.075
C21 -3.8890 -4.3136 3.2127  -0.062
C22 -5.0793 -3.5694 3.1787  -0.068
C23 -5.0418 -2.2274 2.7842  -0.073
C24 -3.8185 -1.6580 2.3800  -0.120
C25 -0.7535 -2.3316 0.2727  -0.413
C26 -1.0967 -3.6568 -0.0556  -0.082
C27 -1.0229 -4.1017 -1.3838  -0.058
C28 -0.5758 -3.2411 -2.3898  -0.066
C29 -0.2113 -1.9356 -2.0634  -0.125
C30 -0.2542 -1.4812 -0.7542  -0.294
H10 1.7504 -4.3058 6.0923  0.103
H11 2.1672 -4.9878 3.7536  0.108
H12 0.9498 -3.8687 1.8974  0.094
H13 -0.9642 -1.2600 4.7223  0.098
H14 0.2533 -2.3452 6.5780  0.106
H15 -1.7668 -4.3635 2.8124  0.106
H16 -3.9350 -5.3507 3.5308  0.109
H17 -6.0251 -4.0305 3.4214  0.104
H18 -5.9521 -1.6468 2.7543  0.100
H19 -3.7925 -0.6364 1.9952  0.072
H20 -1.4173 -4.3464 0.7154  0.090
H21 -1.3382 -5.1191 -1.6150  0.109
H22 -0.5273 -3.5641 -3.4197  0.111
H23 0.1016 -1.2431 -2.8482  0.057
O1 1.5957 -1.0713 0.9654  -0.391
H24 2.3364 -1.5725 0.5200  -0.003
H25 2.0256 -0.6385 1.7412  -0.060
I1 1.4811 1.6361 2.2203  0.538
C31 -4.3302 3.1134 2.0043  -0.072
C32 -3.3175 2.3125 1.1928  -0.128
N3 -1.9655 2.3774 1.8016  -0.136
C33 -1.5990 3.7857 1.8794  -0.167
C34 -2.5569 4.5693 2.7691  -0.059
N4 -3.6742 3.6761 3.2252  -0.072
C35 -3.0875 2.5281 3.9794  -0.073
C36 -2.0264 1.8392 3.1484  -0.214
H26 -5.1713 2.4872 2.3266  0.139
H27 -4.7767 3.9245 1.4405  0.135
H28 -3.2704 2.7033 0.1792  0.116
H29 -3.6001 1.2555 1.1386  0.104
H30 -1.5626 4.1918 0.8651  0.131
H31 -0.5918 3.8295 2.2699  0.072
H32 -3.0153 5.3938 2.2320  0.135
H33 -2.0534 4.9786 3.6461  0.140
H34 -4.3494 4.1964 3.7955  0.199
H35 -3.9152 1.8256 4.2193  0.144
H36 -2.7152 2.9250 4.9496  0.149
H37 -2.1649 0.7611 3.0802  0.077
H38 -1.0413 1.9810 3.5853  0.048
C37 5.5298 1.2036 0.6698  -0.218
Si1 4.5580 1.8260 -0.8448  0.368
C38 4.1600 3.6631 -0.5158  -0.214
C39 5.7569 1.8826 -2.3289  -0.202
Ge1 2.6714 0.3335 -1.3572  0.657
Si2 3.8934 -1.8314 -1.1760  0.397
C40 5.4937 -1.7381 -2.1758  -0.209
C41 2.8807 -3.2497 -1.9332  -0.209
C42 4.4395 -2.4202 0.5782  -0.201
Si3 2.2849 0.8649 -3.7529  0.407
C43 3.5253 -0.0796 -4.8204  -0.222
C44 0.5545 0.4624 -4.4616  -0.211
C45 2.5805 2.7130 -4.0769  -0.198
H39 6.4648 1.7681 0.7949  0.038
H40 5.8054 0.1401 0.6077  0.006
H41 4.9299 1.2905 1.5786  0.007
H42 5.1196 4.1756 -0.5031  0.035
H43 3.6914 3.8182 0.4514  0.014
H44 3.5558 4.0816 -1.3128  -0.008
H45 6.7227 2.2695 -2.0161  0.036
H46 5.3829 2.5459 -3.0948  0.016
H47 5.9111 0.9048 -2.7653  -0.008
H48 5.2941 -1.4294 -3.1894  0.000
H49 5.9631 -2.7177 -2.2022  0.038
H50 6.2142 -1.0542 -1.7305  0.022
H51 2.3564 -2.8781 -2.8226  0.018
H52 2.1311 -3.6988 -1.2770  0.023
H53 3.5441 -4.0521 -2.2499  0.033
H54 4.4381 -1.5920 1.3000  0.019
H55 5.4524 -2.7627 0.5078  0.027
H56 3.8294 -3.2403 0.9756  0.032
H57 3.4155 -1.1497 -4.6432  0.019
H58 4.5418 0.2126 -4.5960  0.008
H59 3.3579 0.1120 -5.8734  0.033
H60 0.4866 -0.5505 -4.8571  0.027
H61 0.3309 1.1969 -5.2452  0.039
H62 -0.2500 0.5635 -3.7342  -0.010
H63 3.2006 3.1801 -3.3294  -0.015
H64 1.6455 3.2723 -4.1369  0.018
H65 3.0727 2.8151 -5.0396  0.036

# 4
The following is a quantum chemistry calculation of a cluster of 9 separate species, H15O7S in total at a distorted geometry, from the OMol25 dataset.

Results
- Gap between HOMO and LUMO: 2.51 eV
- Total charge: -1
- Multiplicity: 1

Each line ends with the Löwdin charge.
CARTESIAN COORDINATES (ANGSTROEM)
S1 -4.7190 0.1727 -0.5550  0.213
H1 -1.7723 0.2858 -1.5943  0.042
H2 1.3609 2.4951 -2.0081  -0.005
H3 1.3345 0.8479 -1.6809  -0.021
O1 1.3112 1.8640 -1.2895  -0.198
H4 2.4494 -1.2588 -1.2624  -0.028
H5 0.5376 -0.9616 -1.8682  -0.042
O2 1.3944 -0.5290 -1.8537  -0.314
H6 3.4434 0.4152 1.3711  -0.018
H7 3.5952 -2.4957 -1.3750  -0.006
O3 3.2853 -1.7681 -0.8219  -0.187
H8 -1.3762 1.4907 0.9721  0.038
H9 4.1159 -0.8297 0.6990  -0.020
O4 4.2833 -0.0798 1.2955  -0.128
H10 -1.9012 1.0094 -1.7270  0.056
H11 -1.4888 -0.0920 1.1154  -0.010
O5 -0.9074 0.6794 1.1641  -0.069
H12 -2.6613 -2.3712 0.7399  0.053
H13 -3.4654 -1.1300 0.7927  -0.141
O6 -2.6965 -1.5430 1.2360  -0.114
H14 0.9419 0.9959 1.5021  -0.005
H15 1.7730 1.7660 0.4510  -0.002
O7 1.8098 1.3889 1.3508  -0.095

> Among the records above, which one has the lowest gap between HOMO and LUMO?

H15O7S